A) Molecular formula: CH3O4S
Method: DFT, ωB97M-V/def2-TZVPD

```
! RIJCOSX wB97M-V def2-TZVPD def2/J DEFGRID3
* xyz -1 1
C -1.683 1.171 1.276
O 0.415 0.548 -1.423
O 2.119 -1.424 -0.630
O -1.042 2.042 1.647
O -2.493 0.443 0.816
S 1.988 0.177 -0.786
H -0.426 -1.273 0.059
H 1.253 -1.498 -0.094
H -0.131 -0.186 -0.867
*
```

Properties
molecular weight = 111.1 g/mol
orbital gap = 0.2428 Eh
E_HOMO = -3.1 eV


B) Molecular formula: CH3O4S
Method: DFT, ωB97M-V/def2-TZVPD

```
! RIJCOSX wB97M-V def2-TZVPD def2/J DEFGRID3
* xyz -1 1
O -1.679 0.460 -1.360
S -1.095 0.088 -0.065
O -1.018 -1.352 0.185
O -1.558 0.911 1.052
C 0.935 0.405 0.077
O 1.345 -0.893 -0.168
H 1.432 1.030 -0.717
H 1.046 0.864 1.065
H 0.592 -1.513 -0.070
*
```

Properties
molecular weight = 111.1 g/mol
orbital gap = 0.3318 Eh
E_HOMO = -4.8 eV


Relative energies, hartree: A) 0.0852; B) 0.0000.


A) Molecular formula: C6H14S3
Method: DFT, ωB97M-V/def2-TZVPD

```
! RIJCOSX wB97M-V def2-TZVPD def2/J DEFGRID3
* xyz 0 1
C 2.328 -4.809 -0.920
C 0.980 -4.825 -0.206
S 0.132 -3.223 -0.190
C 0.016 -2.992 -1.976
S 1.599 -2.896 -2.838
C 2.206 -4.551 -2.419
H 2.985 -4.046 -0.462
H 2.807 -5.796 -0.777
H 1.107 -5.092 0.861
H 0.310 -5.579 -0.664
H -0.604 -3.795 -2.419
H -0.505 -2.031 -2.146
H 1.541 -5.304 -2.886
H 3.196 -4.626 -2.909
C 1.738 0.690 0.884
C 1.113 0.517 -0.493
S -0.702 0.651 -0.490
H 1.455 1.665 1.316
H 2.838 0.644 0.811
H 1.397 -0.109 1.565
H 1.442 1.324 -1.176
H 1.404 -0.449 -0.948
H -0.926 -0.396 0.333
*
```

Properties
molecular weight = 182.4 g/mol
orbital gap = 0.3402 Eh
E_HOMO = -8.6 eV


B) Molecular formula: C6H14S3
Method: DFT, ωB97M-V/def2-TZVPD

```
! RIJCOSX wB97M-V def2-TZVPD def2/J DEFGRID3
* xyz 0 1
C 3.218 -1.836 0.209
C 1.724 0.417 0.417
C -1.898 -0.610 -0.881
C -2.052 1.927 -0.514
C -0.976 -0.989 1.616
C -1.107 0.704 -0.750
S 2.040 2.134 0.037
S -0.380 0.454 0.996
S 2.199 -0.704 -0.864
H 2.680 -1.774 1.129
H 3.128 -2.923 -0.291
H 2.094 0.290 1.431
H -2.718 -0.763 -0.197
H -2.350 -0.526 -1.804
H -1.293 -1.529 -0.936
H -1.614 2.513 0.232
H -2.998 1.642 -0.299
H -2.153 2.444 -1.532
H -1.366 -1.844 1.112
H -1.111 -0.864 2.632
H -0.189 0.732 -1.299
H 0.955 2.447 -0.726
H 4.167 -1.343 0.282
*
```

Properties
molecular weight = 182.4 g/mol
orbital gap = 0.2800 Eh
E_HOMO = -6.9 eV


Relative energies, hartree: A) 0.0000; B) 0.1684.


A) Molecular formula: C2H10N2O2
Method: DFT, ωB97M-V/def2-TZVPD

```
! RIJCOSX wB97M-V def2-TZVPD def2/J DEFGRID3
* xyz 0 1
C 0.838 -0.324 -0.925
N -0.060 -1.429 -0.991
C -1.313 -1.256 -0.917
N -1.960 -0.100 -0.507
H 0.408 0.676 -0.861
H 1.496 -0.266 -1.786
H 1.570 -0.275 -0.119
H -1.933 -2.130 -1.078
H -2.914 0.031 -0.816
H -1.502 0.768 -0.757
O 1.221 -0.880 2.237
H 1.103 -1.094 1.300
H 0.332 -1.047 2.588
O 0.550 2.390 0.723
H 0.819 2.245 1.636
H 1.346 2.690 0.274
*
```

Properties
molecular weight = 94.1 g/mol
orbital gap = 0.3697 Eh
E_HOMO = -9.3 eV


B) Molecular formula: C2H10N2O2
Method: DFT, ωB97M-V/def2-TZVPD

```
! RIJCOSX wB97M-V def2-TZVPD def2/J DEFGRID3
* xyz 0 1
C -0.315 0.570 -0.563
C 1.034 0.983 -1.071
N -0.588 0.806 0.726
N -1.327 0.510 -1.463
H 0.640 -1.322 0.471
H 0.161 0.444 1.348
H -1.492 0.500 1.062
H -2.214 0.138 -1.157
H -1.081 0.261 -2.406
H 1.796 0.752 -0.331
H 1.022 2.064 -1.247
H 1.279 0.468 -1.998
O 0.981 -1.101 1.729
O -0.252 -1.493 2.439
H 0.047 -2.297 2.880
H 0.308 -1.281 -0.420
*
```

Properties
molecular weight = 94.1 g/mol
orbital gap = 0.3027 Eh
E_HOMO = -7.5 eV


C) Molecular formula: C2H10N2O2
Method: DFT, ωB97M-V/def2-TZVPD

```
! RIJCOSX wB97M-V def2-TZVPD def2/J DEFGRID3
* xyz 0 1
H -1.537 0.181 -1.159
N -0.657 0.331 -0.718
C -0.505 0.968 0.357
N 0.769 1.197 0.841
C 0.909 1.929 2.124
H -1.294 1.421 0.972
H 1.469 0.497 0.722
H -0.001 1.772 2.711
H 1.729 1.485 2.682
H 1.088 2.976 1.913
O 0.484 -1.422 -3.500
H 0.759 -0.566 -3.237
H 0.093 -1.993 -2.822
O -1.320 -3.217 -0.115
H -1.607 -2.506 -0.692
H -0.381 -3.051 -0.079
*
```

Properties
molecular weight = 94.1 g/mol
orbital gap = 0.3708 Eh
E_HOMO = -9.3 eV


Relative energies, hartree: A) 0.0000; B) 0.1601; C) 0.0034.


A) Molecular formula: C3H11N2
Method: DFT, ωB97M-V/def2-TZVPD

```
! RIJCOSX wB97M-V def2-TZVPD def2/J DEFGRID3
* xyz 1 1
C 2.063 0.378 2.300
C 1.773 -1.099 2.477
H 2.515 0.636 1.343
H 1.111 0.910 2.353
H 2.761 0.779 3.038
H 2.556 -1.839 2.530
H 1.109 -1.469 1.690
H 1.163 -1.252 3.375
N -2.980 0.040 -2.509
C -1.940 0.788 -2.261
N -0.719 0.344 -2.236
H -2.893 -0.959 -2.610
H -3.838 0.521 -2.719
H -2.238 1.808 -2.056
H 0.029 1.022 -2.257
H -0.474 -0.607 -2.457
*
```

Properties
molecular weight = 75.1 g/mol
orbital gap = 0.3637 Eh
E_HOMO = -14.0 eV


B) Molecular formula: C3H11N2
Method: DFT, ωB97M-V/def2-TZVPD

```
! RIJCOSX wB97M-V def2-TZVPD def2/J DEFGRID3
* xyz 1 1
C 1.113 -0.179 -1.482
N 1.172 0.054 -0.053
C 0.086 1.040 0.427
C -1.289 0.320 0.659
N -0.871 -1.113 0.924
H 1.096 0.834 -2.084
H 0.163 -0.579 -1.765
H 1.961 -0.748 -1.974
H 2.047 0.511 0.188
H -0.036 1.784 -0.319
H 0.492 1.428 1.288
H -1.973 0.299 -0.244
H -1.722 0.581 1.563
H 0.113 -1.101 0.661
H -1.053 -1.399 1.852
H -1.301 -1.733 0.357
*
```

Properties
molecular weight = 75.1 g/mol
orbital gap = 0.3993 Eh
E_HOMO = -14.2 eV


C) Molecular formula: C3H11N2
Method: DFT, ωB97M-V/def2-TZVPD

```
! RIJCOSX wB97M-V def2-TZVPD def2/J DEFGRID3
* xyz 1 1
C -1.380 -2.409 -0.694
C -1.638 -0.914 -0.715
H -1.004 -2.738 0.266
H -0.700 -2.707 -1.489
H -2.266 -2.988 -0.969
H -1.922 -0.561 -1.707
H -2.399 -0.583 -0.015
H -0.733 -0.373 -0.471
N 1.888 0.650 0.242
C 1.413 1.852 0.393
N 0.954 2.438 1.460
H 2.056 -0.074 0.930
H 2.396 0.450 -0.610
H 1.478 2.488 -0.480
H 0.882 3.446 1.474
H 0.977 2.024 2.386
*
```

Properties
molecular weight = 75.1 g/mol
orbital gap = 0.3868 Eh
E_HOMO = -14.5 eV


Relative energies, hartree: A) 0.0036; B) 0.0356; C) 0.0000.


A) Molecular formula: C3H11N2
Method: DFT, ωB97M-V/def2-TZVPD

```
! RIJCOSX wB97M-V def2-TZVPD def2/J DEFGRID3
* xyz 1 1
C 0.690 -1.990 -1.637
N 0.024 -1.399 -0.430
H 1.737 -1.743 -1.628
H 0.658 -3.070 -1.445
H 0.105 -1.767 -2.510
H -0.920 -1.793 -0.296
H -0.109 0.129 0.099
H 0.394 -1.793 0.436
C -0.212 1.152 1.815
C -0.565 2.228 -0.329
N -0.388 1.157 0.352
H 0.824 1.376 2.041
H -0.491 0.175 2.199
H -0.637 2.040 2.321
H 0.047 2.366 -1.222
H -1.159 2.933 0.235
*
```

Properties
molecular weight = 75.1 g/mol
orbital gap = 0.3481 Eh
E_HOMO = -14.4 eV


B) Molecular formula: C3H11N2
Method: DFT, ωB97M-V/def2-TZVPD

```
! RIJCOSX wB97M-V def2-TZVPD def2/J DEFGRID3
* xyz 1 1
N 1.030 0.742 -0.933
C 1.363 -0.153 0.215
C 0.157 -0.198 1.184
C -1.084 -0.668 0.458
N -1.458 0.214 -0.684
H 1.327 1.690 -0.709
H 1.698 0.572 -1.688
H 2.242 0.216 0.735
H 1.425 -1.173 -0.165
H 0.011 0.824 1.551
H 0.496 -0.897 1.943
H -1.951 -0.864 1.091
H -0.949 -1.656 -0.002
H -0.399 0.686 -0.997
H -2.115 0.969 -0.505
H -1.792 -0.301 -1.494
*
```

Properties
molecular weight = 75.1 g/mol
orbital gap = 0.4404 Eh
E_HOMO = -15.0 eV


Relative energies, hartree: A) 0.0744; B) 0.0000.


A) Molecular formula: C3H11N2
Method: DFT, ωB97M-V/def2-TZVPD

```
! RIJCOSX wB97M-V def2-TZVPD def2/J DEFGRID3
* xyz 1 1
N -2.552 1.897 -0.072
H -2.854 1.282 -0.823
H -2.241 2.743 -0.545
H -3.411 2.190 0.384
C 0.915 1.056 -1.036
C 1.137 0.010 0.008
C 0.729 -1.244 -0.110
N 0.533 -2.031 1.140
H 0.789 0.585 -2.012
H -0.008 1.573 -0.781
H 1.715 1.793 -1.082
H 1.489 0.366 0.976
H 0.367 -1.678 -1.029
H 0.431 -1.406 1.941
H -0.361 -2.526 1.066
H 1.222 -2.768 1.322
*
```

Properties
molecular weight = 75.1 g/mol
orbital gap = 0.3573 Eh
E_HOMO = -13.4 eV


B) Molecular formula: C3H11N2
Method: DFT, ωB97M-V/def2-TZVPD

```
! RIJCOSX wB97M-V def2-TZVPD def2/J DEFGRID3
* xyz 1 1
C 0.929 -1.267 0.200
C -0.827 0.555 -1.958
C 0.316 0.096 0.341
N 1.215 0.991 0.922
N -0.864 0.037 1.228
H 0.123 -2.031 0.042
H 1.645 -1.336 -0.557
H 1.353 -1.566 1.112
H -0.983 1.564 -1.518
H -1.439 -0.232 -1.623
H -0.424 0.637 -3.029
H 1.032 2.012 0.848
H 2.232 0.729 0.710
H -0.860 -0.717 1.992
H -1.780 -0.158 0.608
H -1.131 0.899 1.656
*
```

Properties
molecular weight = 75.1 g/mol
orbital gap (spin up / spin down) = 0.3100 / 0.3255 Eh
E_HOMO (spin up / spin down) = -12.8 / -12.7 eV


Relative energies, hartree: A) 0.0000; B) 0.1173.


A) Molecular formula: C7H13N3O4
Method: DFT, ωB97M-V/def2-TZVPD

```
! RIJCOSX wB97M-V def2-TZVPD def2/J DEFGRID3
* xyz 0 1
C 1.514 2.317 -0.176
C 1.907 1.046 -0.952
N 1.079 0.971 -2.091
C 2.198 -0.237 0.070
O 3.369 -0.497 0.114
N 1.222 -0.807 0.835
C -0.244 -0.530 0.595
C -0.972 -1.253 -0.578
C -1.913 -0.419 -1.409
N -3.093 -0.248 -0.720
O -1.801 -0.071 -2.546
C -0.878 -0.277 1.848
O -2.137 -0.398 2.103
O -0.017 -0.080 2.896
H 0.483 2.545 -0.400
H 2.123 3.176 -0.178
H 1.527 2.101 0.948
H 3.022 0.998 -1.278
H 1.255 0.097 -2.583
H 0.107 1.186 -2.048
H 1.534 -1.699 1.210
H -0.095 0.447 0.118
H -1.589 -2.100 -0.197
H -0.210 -1.666 -1.374
H -3.919 0.197 -1.124
H -3.060 -0.526 0.254
H -0.622 0.325 3.572
*
```

Properties
molecular weight = 203.2 g/mol
orbital gap = 0.3367 Eh
E_HOMO = -8.8 eV


B) Molecular formula: C7H13N3O4
Method: DFT, ωB97M-V/def2-TZVPD

```
! RIJCOSX wB97M-V def2-TZVPD def2/J DEFGRID3
* xyz 0 1
N -2.549 2.840 -0.722
C -1.229 3.213 -0.090
C -0.565 2.026 0.383
O 0.658 2.074 0.689
N -1.285 0.899 0.177
C -0.514 -0.371 0.376
C 0.466 -0.873 -0.856
C 0.666 -2.450 -1.057
C 2.169 -2.681 -1.099
N 2.749 -2.600 0.286
O 2.942 -2.941 -2.131
C 0.122 -0.420 1.718
O 1.050 -1.085 2.028
O -0.880 -0.051 2.715
H -3.268 2.672 0.051
H -2.687 3.744 -1.186
H -0.595 3.605 -0.941
H -1.106 3.921 0.692
H -2.068 0.960 -0.781
H -1.402 -1.004 0.469
H 1.514 -0.383 -1.158
H -0.143 -0.635 -1.831
H 0.167 -2.665 -2.075
H 0.223 -3.066 -0.261
H 2.350 -1.768 0.857
H 3.764 -2.480 0.120
H -0.548 -0.482 3.624
*
```

Properties
molecular weight = 203.2 g/mol
orbital gap = 0.3600 Eh
E_HOMO = -9.5 eV


Relative energies, hartree: A) 0.0000; B) 0.0678.


A) Molecular formula: C2H4BrFO
Method: DFT, ωB97M-V/def2-TZVPD

```
! RIJCOSX wB97M-V def2-TZVPD def2/J DEFGRID3
* xyz 0 1
C -0.712 0.649 0.535
C 0.351 -0.329 -0.165
O 0.100 -0.718 -1.414
F 0.497 -1.409 0.705
Br 2.100 0.556 0.012
H -0.383 0.937 1.507
H -0.572 1.591 0.038
H -1.798 0.255 0.635
H 0.416 -1.531 -1.853
*
```

Properties
molecular weight = 143.0 g/mol
orbital gap = 0.4063 Eh
E_HOMO = -10.4 eV


B) Molecular formula: C2H4BrFO
Method: DFT, ωB97M-V/def2-TZVPD

```
! RIJCOSX wB97M-V def2-TZVPD def2/J DEFGRID3
* xyz 0 1
C -0.946 0.604 -0.163
C 0.401 -0.025 0.309
O 0.996 -1.186 -0.499
F 0.967 -2.450 0.218
Br 1.845 1.143 -0.158
H -1.043 0.617 -1.249
H -1.798 0.045 0.092
H -0.894 1.607 0.082
H 0.473 -0.355 1.368
*
```

Properties
molecular weight = 143.0 g/mol
orbital gap = 0.4015 Eh
E_HOMO = -10.4 eV


Relative energies, hartree: A) 0.0000; B) 0.1441.